2 unconnected molecules or ions with the total composition C2H4INS. Source: the Open Molecules 2025 dataset; level of theory: ωB97M-V/def2-TZVPD.

- frontier orbital gap (Ha) = 0.354
- total energy (a.u.) = -829.205633
- lowest unoccupied orbital energy (eV) = 0.55
- SMILES = CN=C=S.I
- energy above the lowest of the compared OMol25 structures with the same formula, charge and spin (eV) = 0.469
- 2S+1 = 1
- HOMO energy (eV) = -9.08

Atoms and positions in Å:
C -0.69234 0.30436 1.27502
N 0.23165 -0.43199 0.55580
C 1.28241 -0.81639 0.20812
S 2.70629 -1.27213 -0.21123
H -1.21739 -0.34367 2.09093
H -0.04498 1.09407 1.82008
H -1.51755 0.81913 0.63723
I -0.63879 -0.34258 -2.88088
H -0.10930 0.98919 -3.49508

Cartesian forces, eV/Å:
C -1.273 1.622 2.160
N -0.148 -0.932 -0.882
C -0.789 0.624 0.633
S 1.306 -0.607 -0.580
H 0.891 1.093 -1.505
H -1.545 -0.848 -0.632
H 1.605 -0.975 0.924
I -0.396 -0.857 0.305
H 0.349 0.881 -0.423

C4H5NO in the gas phase. Source: the Open Molecules 2025 dataset; level of theory: ωB97M-V/def2-TZVPD.

- frontier orbital gap (Ha) = 0.293
- total energy (a.u.) = -285.266880
- lowest unoccupied orbital energy (eV) = -1.69
- energy above the lowest of the compared OMol25 structures with the same formula, charge and spin (eV) = 4.019
- 2S+1 = 1
- HOMO energy (eV) = -9.67

Atoms and positions in Å:
O -0.78406 1.27450 -0.73642
C -0.72219 0.31626 0.28115
C -0.41264 -1.13766 -0.29257
C 0.36794 0.26088 1.24245
C 1.58664 0.76495 0.74583
N 2.63236 1.15992 0.40524
H 0.11356 1.47377 -1.04198
H -1.70802 0.29902 0.74857
H -1.36937 -1.57828 -0.57807
H 0.21450 -1.01360 -1.17827
H 0.08130 -1.81977 0.40407

Cartesian forces, eV/Å:
O 0.218 0.085 -0.090
C -0.086 -0.097 0.275
C 0.070 -0.173 -0.143
C -0.021 0.101 -0.239
C 0.743 0.236 -0.235
N -0.907 -0.314 0.283
H -0.133 0.010 0.003
H 0.155 -0.021 -0.020
H 0.106 0.094 0.059
H -0.069 0.019 0.159
H -0.077 0.061 -0.052

C4H10N2O in the gas phase. Source: the Open Molecules 2025 dataset; level of theory: ωB97M-V/def2-TZVPD.

- frontier orbital gap (Ha) = 0.377
- total energy (a.u.) = -343.083087
- lowest unoccupied orbital energy (eV) = 0.87
- SMILES = [H]/N=C(/C)N(C)CO
- energy above the lowest of the compared OMol25 structures with the same formula, charge and spin (eV) = 3.221
- 2S+1 = 1
- HOMO energy (eV) = -9.40

Atoms and positions in Å:
H 1.45323 0.24336 -1.98109
N 1.76675 -0.17160 -1.11346
C 0.93407 -0.38584 -0.18535
C 1.43550 -0.96466 1.10825
N -0.33834 0.53467 -0.02137
C -0.61408 1.56375 -0.99865
C -1.29496 -0.48365 0.11868
O -2.05347 -0.37542 1.26922
H 2.44033 -0.58672 1.27885
H 1.47592 -2.04982 1.01311
H 0.81595 -0.73067 1.97028
H -1.69094 1.74239 -1.02988
H -0.03000 2.45134 -0.74975
H -0.30221 1.29241 -2.01597
H -1.96859 -0.64367 -0.73077
H -0.53433 -1.42828 0.09974
H -1.49483 -0.00760 1.96816

Cartesian forces, eV/Å:
H -0.381 0.512 0.242
N 0.009 -1.824 -0.113
C 0.416 5.686 -0.316
C -0.333 -0.705 0.028
N 2.501 -1.837 -0.366
C 0.647 -0.060 -0.289
C 0.939 -2.986 -0.031
O -0.607 -0.011 0.431
H -0.014 -0.028 -0.072
H 0.185 -0.041 0.128
H -0.122 0.093 -0.119
H 0.190 0.233 0.181
H -0.376 0.176 0.031
H -0.151 -0.181 -0.046
H -0.025 0.215 0.105
H -2.836 0.803 0.469
H -0.042 -0.047 -0.264